w.
C6H16NS | wB97M-V/def2-TZVPD

```
24
C6H16NS, DFT wB97M-V/def2-TZVPD
C -1.557 1.764 0.653
C -1.866 0.301 -1.451
C -0.841 -0.906 1.399
C 1.603 -1.837 -0.098
C -0.910 0.883 -0.413
C -0.243 -0.250 0.251
N 0.842 -0.635 -0.303
S 3.370 0.594 -0.332
H -0.947 2.263 1.414
H -2.177 2.645 0.106
H -2.399 1.157 1.167
H -2.409 -0.492 -0.857
H -2.588 1.050 -1.899
H -1.223 -0.260 -2.287
H -1.756 -1.424 1.082
H -1.378 -0.321 2.213
H -0.146 -1.688 1.960
H 2.188 -1.873 -1.009
H 2.182 -1.737 0.856
H 0.959 -2.621 -0.077
H -0.194 1.474 -1.001
H 1.372 0.101 -0.956
H 4.556 0.047 -0.570
H 3.564 1.765 0.150
```

As for the orbital gap: 0.373 hartree. Its total charge is +1. The HOMO energy comes out at -13.834 eV.

x.
C6H16NS | wB97M-V/def2-TZVPD

```
24
C6H16NS, DFT wB97M-V/def2-TZVPD
C 3.571 0.262 0.645
C -2.571 0.544 -0.194
C -1.719 -1.721 -0.695
C -1.109 -0.536 1.378
C 3.375 0.114 -0.621
C -0.280 0.378 -0.795
N -1.378 -0.283 -0.076
S 0.252 1.887 -0.037
H 3.815 1.183 0.978
H 3.679 -0.566 1.249
H 1.144 2.249 -1.042
H -3.450 0.194 0.354
H -2.318 1.555 0.236
H -2.919 0.670 -1.292
H -2.356 -1.668 -1.717
H -0.646 -2.098 -0.828
H -2.456 -2.176 -0.026
H -0.151 -0.948 1.495
H -1.129 0.383 1.979
H -1.820 -1.279 1.668
H 3.036 -0.867 -1.175
H 3.518 0.894 -1.463
H 0.601 -0.191 -0.937
H 1.312 2.020 0.917
```

As for the orbital gap: 0.344 hartree. Its total charge is +1. The HOMO energy comes out at -12.502 eV.

Which is the most stable structure? w is the most stable.

w.
C19H29NO | wB97M-V/def2-TZVPD

```
50
C19H29NO, DFT wB97M-V/def2-TZVPD
C 4.944 -2.421 -1.134
C 4.769 -0.937 -0.647
C 4.413 -0.031 -1.848
C 3.421 1.114 -1.522
C 2.046 0.646 -0.999
O 1.074 0.495 -2.021
C 0.812 -0.864 -2.323
C -0.297 -1.504 -1.450
N -0.130 -1.379 -0.007
H 5.629 -2.935 -0.451
H 3.994 -2.968 -1.081
H 5.324 -2.409 -2.159
H 5.723 -0.675 -0.176
H 4.008 -0.963 0.141
H 5.345 0.447 -2.177
H 4.016 -0.636 -2.672
H 3.311 1.754 -2.404
H 3.870 1.732 -0.730
H 2.164 -0.240 -0.368
H 1.669 1.441 -0.335
H 1.743 -1.453 -2.349
H 0.435 -0.875 -3.358
H -1.288 -1.098 -1.682
H -0.305 -2.573 -1.707
H -0.168 -0.422 0.304
H 0.684 -1.863 0.335
C -2.737 1.937 -0.242
C -1.451 2.158 -0.719
C -1.009 3.454 -0.950
C -1.850 4.530 -0.697
C -3.135 4.309 -0.217
C -3.581 3.013 0.007
H -3.083 0.926 -0.063
H -0.792 1.322 -0.913
H -0.008 3.624 -1.329
H -1.504 5.541 -0.873
H -3.790 5.148 -0.018
H -4.584 2.841 0.377
C -3.333 -1.538 1.824
C -4.503 -1.401 2.559
C -4.478 -1.549 3.940
C -3.280 -1.826 4.587
C -2.109 -1.960 3.850
C -2.135 -1.819 2.468
H -3.352 -1.426 0.746
H -5.436 -1.179 2.056
H -5.392 -1.449 4.513
H -3.260 -1.938 5.664
H -1.175 -2.174 4.355
H -1.226 -1.927 1.890
```

As for the orbital gap: 0.362 hartree. Its total charge is 0. The HOMO energy comes out at -9.026 eV. The SMILES is CCCCCOCCN.c1ccccc1.c1ccccc1.

x.
C19H29NO | wB97M-V/def2-TZVPD

```
50
C19H29NO, DFT wB97M-V/def2-TZVPD
C -3.068 1.673 -3.843
C -1.849 1.799 -4.233
O 0.436 -4.842 0.272
C -0.536 2.249 -4.687
C 0.596 1.713 -4.053
N 0.042 -0.826 1.327
C 0.356 -3.590 0.934
C -1.404 2.126 -0.678
C -1.104 1.251 0.472
C -1.095 -3.170 1.428
C -0.720 -1.746 3.384
C 0.682 -1.124 3.637
C 2.173 0.283 1.871
C 0.645 0.784 -2.833
C -0.115 2.689 -1.330
C 1.958 1.148 0.672
C -0.208 0.055 0.139
C -1.107 -1.667 1.827
C 0.907 -0.276 2.374
C 0.943 1.546 -1.598
C 1.116 0.508 -0.442
H -4.115 1.541 -3.608
H 0.280 -5.515 0.913
H -0.479 2.692 -5.762
H 1.517 1.929 -4.509
H 1.098 -3.631 1.757
H 0.620 -2.966 0.054
H -2.146 1.604 -1.342
H -1.956 2.974 -0.249
H -0.578 1.950 1.177
H -2.052 0.849 0.881
H -1.621 -3.338 0.506
H -1.496 -3.804 2.145
H -1.453 -1.266 4.004
H -0.606 -2.783 3.731
H 1.388 -1.996 3.574
H 0.615 -0.438 4.494
H 2.699 0.869 2.628
H 2.799 -0.515 1.500
H -0.333 0.309 -2.814
H 1.383 0.109 -3.055
H -0.212 3.304 -2.241
H 0.346 3.276 -0.516
H 1.710 2.200 0.986
H 2.949 1.275 0.193
H -0.804 -0.549 -0.541
H -2.124 -1.210 1.658
H 0.356 0.645 2.558
H 1.827 2.144 -1.845
H 1.743 -0.240 -0.920
```

As for the orbital gap: 0.310 hartree. Its total charge is 0. The HOMO energy comes out at -7.690 eV. The SMILES is C#C/C=C\C[C@H]1CCC[C@H]2[C@@H]1CC[C@@H]1CC[C@H](CCO)N12.

Which is the most stable structure? w is the most stable.

w.
C19H22N2O5S | wB97M-V/def2-TZVPD

```
49
C19H22N2O5S, DFT wB97M-V/def2-TZVPD
O 1.686 1.925 0.065
C 1.955 0.942 0.691
N 3.041 0.876 1.455
H 3.027 -0.104 1.977
C 4.052 1.500 1.287
H 4.666 1.280 2.270
H 3.603 2.572 1.811
C 4.699 1.699 -0.076
O 4.158 2.717 -0.863
H 3.276 2.598 -0.737
C 4.550 0.486 -0.532
C 3.702 0.132 -1.755
C 3.683 -1.436 -2.247
C 4.337 -2.218 -1.482
C 5.122 -2.077 -0.554
C 5.206 -0.805 0.181
H 5.954 -0.747 0.958
H 5.620 -2.929 0.133
H 4.304 -3.206 -1.956
H 3.001 -1.390 -2.874
H 3.254 0.850 -2.232
H 5.663 2.019 0.342
C 0.796 -0.043 0.822
C -0.615 0.205 0.978
C -1.483 -0.693 0.582
C -1.013 -2.167 0.777
C 0.263 -2.688 0.722
C 1.236 -1.330 0.686
H 2.168 -1.778 0.750
H 0.602 -3.573 0.749
H -1.849 -2.841 0.749
S -3.249 -0.453 0.786
O -3.959 -1.588 0.753
O -3.464 0.221 2.073
N -3.347 0.539 -0.399
C -4.180 1.933 -0.237
H -4.127 2.090 0.582
C -5.654 1.326 -0.344
H -6.340 2.212 -0.615
O -5.833 0.854 -1.800
C -4.818 -0.497 -1.818
H -5.145 -0.725 -2.757
C -3.534 -0.116 -1.648
H -2.880 -1.121 -1.606
H -3.143 0.654 -2.522
H -5.080 -1.245 -1.273
H -5.915 0.477 0.190
H -3.753 2.364 -0.925
H -0.852 1.274 0.718
```

As for the orbital gap: 0.324 hartree. Its total charge is 0. The HOMO energy comes out at -8.853 eV. The SMILES is O=C(NC[C@H](O)c1ccccc1)c1cccc(S(=O)(=O)N2CCOCC2)c1.

x.
C19H22N2O5S | wB97M-V/def2-TZVPD

```
49
C19H22N2O5S, DFT wB97M-V/def2-TZVPD
C 1.798 -1.624 -7.194
C 1.453 -1.932 -5.959
C 2.031 -1.278 -4.739
N 0.994 -0.675 -3.926
C 0.931 0.643 -3.678
O 1.740 1.460 -4.061
C -0.291 1.048 -2.840
O -0.775 0.027 -1.992
C -0.017 -0.349 -0.927
C 1.259 0.139 -0.650
C 1.933 -0.317 0.470
C 1.349 -1.255 1.295
C 0.090 -1.757 1.022
C -0.593 -1.307 -0.088
H -1.577 -1.676 -0.329
H -0.330 -2.499 1.682
S 2.195 -1.722 2.800
O 1.472 -2.779 3.436
O 3.597 -1.892 2.560
N 2.071 -0.317 3.721
C 0.868 0.394 3.658
C -0.333 -0.286 3.814
C -1.541 0.377 3.695
C -1.570 1.742 3.429
C -0.361 2.428 3.307
C 0.842 1.764 3.412
H 1.770 2.308 3.305
H -0.391 3.490 3.120
O -2.692 2.503 3.290
C -3.958 1.877 3.228
C -4.200 1.172 1.896
H -4.107 1.885 1.080
H -3.474 0.378 1.741
H -5.200 0.747 1.882
H -4.670 2.699 3.347
H -4.091 1.184 4.067
H -2.450 -0.188 3.822
H -0.306 -1.341 4.028
H 2.902 0.248 3.631
H 2.925 0.041 0.698
H 1.732 0.862 -1.294
H -0.053 1.960 -2.281
H -1.117 1.268 -3.524
H 0.251 -1.270 -3.592
H 2.567 -2.023 -4.136
H 2.720 -0.478 -5.016
H 0.709 -2.694 -5.764
H 1.365 -2.119 -8.047
H 2.534 -0.866 -7.401
```

As for the orbital gap: 0.320 hartree. Its total charge is 0. The HOMO energy comes out at -8.200 eV. The SMILES is C=CCNC(=O)COc1ccc(S(=O)(=O)Nc2ccc(OCC)cc2)cc1.

Which is the most stable structure? x is the most stable.

w.
CH3O2 | wB97M-V/def2-TZVPD

```
6
CH3O2, DFT wB97M-V/def2-TZVPD
C 0.810 -0.030 0.082
O -1.844 0.114 -0.101
O -0.234 -0.610 0.046
H 1.804 -0.608 0.019
H 0.741 1.120 0.034
H -2.217 -0.684 0.301
```

As for the orbital gap (alpha / beta): 0.377 / 0.365 hartree. Its total charge is +1. The HOMO energy (alpha / beta) comes out at -19.100 / -19.325 eV.

x.
CH3O2 | wB97M-V/def2-TZVPD

```
6
CH3O2, DFT wB97M-V/def2-TZVPD
C 0.633 0.555 -0.446
O -0.500 -0.644 0.646
O 0.308 1.263 -1.282
H -1.188 -0.058 0.890
H -0.879 -1.285 0.141
H 1.626 0.170 0.051
```

As for the orbital gap: 0.472 hartree. Its total charge is +1. The HOMO energy comes out at -19.260 eV.

Which is the most stable structure? x is the most stable.

w.
C2H4S3 | wB97M-V/def2-TZVPD

```
9
C2H4S3, DFT wB97M-V/def2-TZVPD
C 0.631 0.760 -0.379
C 0.683 -0.709 -0.417
S 1.130 -0.057 -1.967
S 1.578 -1.915 0.457
S -2.011 -1.486 -0.127
H -0.400 1.163 -0.461
H 1.532 1.353 0.170
H 0.817 -1.841 1.551
H -2.566 -2.008 -1.270
```

As for the orbital gap (alpha / beta): 0.287 / 0.235 hartree. Its total charge is 0. The HOMO energy (alpha / beta) comes out at -8.895 / -8.039 eV.

x.
C2H4S3 | wB97M-V/def2-TZVPD

```
9
C2H4S3, DFT wB97M-V/def2-TZVPD
C 0.158 0.323 -1.570
C -0.040 -0.520 1.945
S 0.946 -1.036 -1.683
S -0.519 1.546 -2.450
S -0.447 0.991 1.063
H -0.789 -1.280 1.743
H -0.043 -0.263 3.003
H 0.949 -0.857 1.648
H -0.216 1.095 -3.700
```

As for the orbital gap (alpha / beta): 0.279 / 0.259 hartree. Its total charge is 0. The HOMO energy (alpha / beta) comes out at -8.640 / -8.190 eV.

Which is the most stable structure? x is the most stable.

w.
C6H12ClN | wB97M-V/def2-TZVPD

```
20
C6H12ClN, DFT wB97M-V/def2-TZVPD
C 2.053 -0.546 0.425
C 0.966 0.483 0.762
C 0.325 0.961 -0.461
C -0.930 -0.016 -0.352
C -2.308 0.481 -0.417
C -0.382 -0.193 1.154
H 1.201 -0.719 -1.376
H 0.596 -2.167 -0.574
H 2.584 -0.952 1.256
H 2.737 -0.123 -0.440
H 1.481 1.377 1.164
H -0.140 1.980 -0.353
H 0.923 1.054 -1.396
H -0.751 -0.764 -1.104
H -2.523 0.832 -1.505
H -2.496 1.474 0.149
H -0.929 0.261 2.023
H -0.115 -1.228 1.434
N 1.340 -1.547 -0.628
Cl -3.632 -0.649 0.238
```

As for the orbital gap: 0.356 hartree. Its total charge is 0. The HOMO energy comes out at -8.813 eV. The SMILES is NC[C@H]1C[C@H](CCl)C1.

x.
C6H12ClN | wB97M-V/def2-TZVPD

```
20
C6H12ClN, DFT wB97M-V/def2-TZVPD
C -0.674 -0.152 -0.374
C 0.620 0.039 0.467
C -0.784 -1.222 -1.455
C -1.478 1.056 -0.823
C 1.709 -1.058 0.489
C 1.029 1.368 1.073
N -0.796 -0.687 1.040
Cl -1.652 0.194 2.296
H 0.178 -1.052 -2.094
H -1.631 -1.069 -2.105
H -0.912 -2.150 -1.050
H -0.981 2.003 -0.478
H -2.530 0.869 -0.443
H -1.526 0.993 -1.858
H 2.094 -1.365 1.563
H 2.661 -0.859 -0.040
H 1.290 -1.975 0.167
H 0.082 1.980 1.107
H 1.759 1.921 0.488
H 1.544 1.165 2.029
```

As for the orbital gap: 0.365 hartree. Its total charge is 0. The HOMO energy comes out at -9.008 eV. The SMILES is CC1(C)N(Cl)C1(C)C.

Which is the most stable structure? x is the most stable.

w.
H26O13 | wB97M-V/def2-TZVPD

```
39
H26O13, DFT wB97M-V/def2-TZVPD
O -1.536 1.711 -2.877
H -0.639 1.479 -3.118
H -1.781 1.065 -2.215
O -2.313 1.940 -0.071
H -2.781 1.117 -0.217
H -2.997 2.565 0.171
O -3.719 -0.474 -0.491
H -2.995 -0.814 -1.017
H -4.271 -1.238 -0.321
O 2.177 0.322 -0.619
H 2.566 1.186 -0.485
H 2.817 -0.150 -1.152
O 2.985 0.402 2.499
H 2.973 -0.070 1.667
H 3.643 -0.053 3.024
O 0.757 -2.387 -1.080
H 0.351 -2.315 -0.216
H 0.722 -3.321 -1.284
O -0.642 -2.148 2.194
H -1.267 -1.888 2.871
H -0.308 -1.321 1.846
O 1.342 1.041 -3.004
H 2.179 0.822 -3.414
H 1.433 0.743 -2.099
O 3.251 -2.185 1.461
H 2.317 -2.362 1.350
H 3.506 -2.706 2.223
O -0.966 0.939 3.395
H -0.810 0.739 2.472
H -1.897 0.756 3.525
O 0.197 3.358 0.378
H -0.698 3.017 0.400
H 0.355 3.557 -0.544
O -1.548 -0.985 -1.935
H -1.955 -1.471 -2.652
H -0.617 -1.196 -2.000
O -0.011 -0.042 0.799
H -0.643 0.361 0.204
H 0.823 0.003 0.330
```

As for the orbital gap (alpha / beta): 0.092 / 0.372 hartree. Its total charge is -1. The HOMO energy (alpha / beta) comes out at 0.114 / -7.595 eV. Its spin multiplicity is 2. Its expectation value of S² is 0.750.

x.
H26O13 | wB97M-V/def2-TZVPD

```
39
H26O13, DFT wB97M-V/def2-TZVPD
O 0.311 1.904 2.532
H 0.298 1.217 1.848
H -0.360 1.513 3.112
O 2.509 -1.287 2.687
H 2.410 -0.687 3.426
H 3.441 -1.423 2.538
O 1.700 3.588 -0.108
H 1.501 2.739 -0.506
H 2.439 3.487 0.494
O 2.114 -0.102 -0.321
H 2.402 -0.613 -1.094
H 1.148 -0.040 -0.565
O -1.063 -0.833 2.421
H -0.214 -1.027 1.995
H -1.671 -1.524 2.101
O 0.964 -2.600 0.385
H 1.383 -1.823 0.776
H 1.354 -3.446 0.614
O -0.300 0.301 -1.298
H -0.928 0.268 -0.561
H -0.526 -0.570 -1.719
O -1.318 -2.099 -1.826
H -2.155 -1.676 -1.506
H -0.851 -2.543 -1.117
O 1.802 -2.452 -2.429
H 0.922 -2.076 -2.578
H 1.511 -3.297 -2.065
O 2.350 1.550 -2.442
H 2.784 1.181 -1.689
H 1.542 2.012 -2.237
O -4.199 -0.129 1.526
H -4.100 0.816 1.648
H -3.801 -0.629 2.239
O -3.139 -0.297 -1.136
H -2.828 0.585 -1.373
H -2.986 -0.442 -0.186
O -1.702 2.708 -0.378
H -1.309 3.134 -1.144
H -0.946 2.273 0.014
```

As for the orbital gap (alpha / beta): 0.112 / 0.387 hartree. Its total charge is -1. The HOMO energy (alpha / beta) comes out at -0.145 / -7.899 eV. Its spin multiplicity is 2. Its expectation value of S² is 0.751.

Which is the most stable structure? w is the most stable.

w.
CH3NO3S | wB97M-V/def2-TZVPD

```
9
CH3NO3S, DFT wB97M-V/def2-TZVPD
C -0.079 -0.270 0.548
N 2.306 0.838 -0.425
O 3.322 0.101 -0.761
O -2.133 -0.926 -1.203
O -2.075 1.360 -0.007
S -1.910 -0.164 0.081
H 0.475 -1.123 0.248
H -0.171 -0.184 1.646
H 0.264 0.367 -0.127
```

As for the orbital gap (alpha / beta): 0.153 / 0.153 hartree. Its total charge is -2. The HOMO energy (alpha / beta) comes out at 2.341 / 2.330 eV.

x.
CH3NO3S | wB97M-V/def2-TZVPD

```
9
CH3NO3S, DFT wB97M-V/def2-TZVPD
C -0.081 0.385 0.296
N -0.666 0.335 -1.547
O -0.767 1.647 -1.913
O 0.789 -2.232 0.446
O 0.170 -0.970 2.472
S 0.942 -0.915 1.176
H 0.483 1.341 0.217
H -1.031 0.342 0.861
H 0.160 0.067 -2.006
```

As for the orbital gap (alpha / beta): 0.171 / 0.171 hartree. Its total charge is -2. The HOMO energy (alpha / beta) comes out at 1.912 / 1.913 eV.

Which is the most stable structure? w is the most stable.

w.
C4H7N3O3S | wB97M-V/def2-TZVPD

```
18
C4H7N3O3S, DFT wB97M-V/def2-TZVPD
C 1.749 1.218 -0.117
C -0.225 -0.218 -0.317
C 3.223 1.137 -0.162
C -2.113 -1.977 0.669
N -1.111 0.686 0.103
N 1.127 -0.029 -0.267
N -2.398 0.795 -0.337
O -3.137 1.350 0.415
O 1.146 2.263 -0.038
O -2.698 0.396 -1.444
S -0.720 -1.880 -0.485
H 3.524 0.967 0.870
H 3.352 0.187 -0.599
H 3.680 2.010 -0.661
H -2.179 -3.105 0.837
H -3.009 -1.562 0.239
H -1.973 -1.375 1.548
H 1.761 -0.863 -0.254
```

As for the orbital gap: 0.339 hartree. Its total charge is 0. The HOMO energy comes out at -9.781 eV. The SMILES is CS/C(=N\[N+](=O)[O-])NC(C)=O.

x.
C4H7N3O3S | wB97M-V/def2-TZVPD

```
18
C4H7N3O3S, DFT wB97M-V/def2-TZVPD
C -1.009 0.116 0.315
C 1.301 0.361 -0.987
C 1.460 0.109 1.096
C 0.377 0.732 0.193
N -3.960 2.059 0.381
N -4.006 0.960 0.261
N 2.030 -0.555 -0.090
O 0.207 -2.328 -0.440
O -4.094 -0.182 0.150
O -1.477 -0.439 -1.001
S -1.153 -1.614 0.015
H 0.837 -0.130 -1.845
H 1.900 1.202 -1.339
H 2.122 0.853 1.548
H 1.119 -0.582 1.868
H 0.242 1.808 0.330
H 1.061 -1.790 -0.280
H 3.040 -0.581 -0.174
```

As for the orbital gap: 0.307 hartree. Its total charge is 0. The HOMO energy comes out at -7.721 eV.

Which is the most stable structure? w is the most stable.

w.
C2H8OS | wB97M-V/def2-TZVPD

```
12
C2H8OS, DFT wB97M-V/def2-TZVPD
C 0.271 1.682 0.577
S -0.385 0.665 1.920
C -0.220 -0.938 1.062
H -0.304 1.618 -0.336
H 1.446 1.621 0.292
H 0.135 2.636 0.935
H -0.304 -1.676 1.842
H -0.913 -1.166 0.276
H 0.868 -1.039 0.583
H -0.159 -1.719 -1.872
H -0.530 -0.829 -3.012
O 0.094 -0.856 -2.269
```

As for the orbital gap: 0.337 hartree. Its total charge is 0. The HOMO energy comes out at -8.497 eV. The SMILES is CSC.O.

x.
C2H8OS | wB97M-V/def2-TZVPD

```
12
C2H8OS, DFT wB97M-V/def2-TZVPD
C -2.123 0.730 -0.661
S -1.712 -0.508 0.640
H -3.020 0.402 -1.178
H -1.354 0.770 -1.468
H -2.313 1.722 -0.188
H -0.490 0.015 0.791
C 1.986 -0.819 0.229
O 2.000 0.529 0.654
H 1.783 -1.453 1.134
H 2.942 -1.122 -0.189
H 1.245 -1.114 -0.505
H 1.058 0.849 0.741
```

As for the orbital gap: 0.370 hartree. Its total charge is 0. The HOMO energy comes out at -9.413 eV. The SMILES is CO.CS.

Which is the most stable structure? w is the most stable.